1.
Here is a 12-piece molecular cluster, C36H105N9O12 overall from the OMol25 dataset. Energies are from the ωB97M-V functional and the def2-TZVPD basis.

Calculated values
energy above the lowest of the compared OMol25 structures with the same formula, charge and spin: 28.0 kcal/mol
charge: -1
E_tot: -77005.968 eV
multiplicity: 2

XYZ file:
```
162
C36H105N9O12, DFT the ωB97M-V functional and the def2-TZVPD basis
C -15.2829 -25.3898 24.8214
C -15.4857 -24.9491 23.4041
C -14.9961 -23.5629 23.0602
O -15.6695 -22.5371 23.7452
C -16.9424 -22.3409 23.2210
N -14.9234 -25.9014 22.4798
H -15.7108 -24.8035 25.6346
H -14.2617 -25.5063 25.1843
H -15.6828 -26.3966 24.9422
H -16.5550 -24.9214 23.1946
H -14.8612 -23.4036 21.9903
H -13.9480 -23.4224 23.3245
H -17.7431 -22.6383 23.8982
H -17.1070 -22.7281 22.2154
H -16.9736 -21.2764 22.9889
H -14.0012 -26.1585 22.8016
H -14.7803 -25.6824 21.5042
C -14.2596 -18.9020 24.4792
C -13.7715 -20.1105 25.3889
C -14.8755 -20.4794 26.4199
O -15.3431 -19.3731 27.1954
C -14.6633 -19.0460 28.4167
N -13.4135 -21.2160 24.4773
H -13.4454 -18.6684 23.7933
H -14.5542 -18.0596 25.1051
H -15.1461 -19.1360 23.8897
H -12.8885 -19.7151 25.8910
H -14.5120 -21.2715 27.0744
H -15.7147 -20.9288 25.8890
H -15.3386 -18.3424 28.9035
H -13.7195 -18.5980 28.1059
H -14.6398 -19.9531 29.0206
H -12.9502 -21.8426 25.1199
H -14.2917 -21.6824 24.3000
C -23.0100 -17.7989 15.3371
C -22.2770 -17.7396 16.7395
C -20.9046 -16.9115 16.9726
O -20.6679 -16.9342 18.3768
C -19.6153 -16.2110 18.8935
N -23.2702 -17.1392 17.6491
H -23.9191 -18.3967 15.4015
H -22.3447 -18.2022 14.5736
H -23.4683 -16.8461 15.0723
H -22.1849 -18.7410 17.1600
H -20.8681 -15.8655 16.6682
H -19.9972 -17.2744 16.4900
H -19.6187 -16.2202 19.9835
H -19.8082 -15.1811 18.5930
H -18.7219 -16.7040 18.5103
H -22.6653 -16.8350 18.3985
H -23.4833 -16.2575 17.2050
C -16.2329 -23.1844 18.6630
C -16.3056 -21.7890 18.0296
C -16.8867 -20.6603 18.8804
O -18.3031 -20.7558 18.9307
C -19.0196 -19.5522 18.6200
N -14.8708 -21.4915 17.6891
H -15.7455 -23.3157 19.6292
H -15.8828 -23.9423 17.9622
H -17.2232 -23.5512 18.9327
H -16.8630 -21.7169 17.0957
H -16.5802 -19.6795 18.5167
H -16.4908 -20.7632 19.8907
H -19.9990 -20.0025 18.4586
H -18.6673 -19.3005 17.6197
H -19.0540 -18.7123 19.3139
H -14.7373 -20.5242 17.4311
H -14.3507 -21.9652 16.9643
C -14.3501 -12.2303 17.0728
C -15.6822 -11.8933 17.8738
C -16.7073 -13.0889 17.9025
O -17.6901 -13.1308 16.8269
C -18.5338 -12.0183 16.5563
N -15.2406 -11.6306 19.2440
H -14.5950 -12.3930 16.0232
H -14.0949 -13.2679 17.2877
H -13.6094 -11.4464 17.2306
H -16.2178 -10.9899 17.5820
H -17.3258 -13.1389 18.7987
H -16.2150 -14.0600 17.9532
H -17.9726 -11.2040 16.0981
H -19.1093 -11.5815 17.3725
H -19.3302 -12.3090 15.8712
H -14.4427 -11.0187 19.1491
H -15.9204 -11.0827 19.7517
C -11.3918 -9.8588 22.5230
C -12.3219 -10.1231 21.3619
C -11.7599 -9.5333 20.1296
O -12.7800 -9.5785 19.1398
C -12.4456 -8.8199 17.9818
N -12.4045 -11.5292 21.0922
H -11.7735 -10.3022 23.4426
H -11.2149 -8.8002 22.7132
H -10.5141 -10.5016 22.4562
H -13.3044 -9.6583 21.4434
H -10.8269 -9.9892 19.7983
H -11.5080 -8.4736 20.1690
H -13.2740 -8.8996 17.2779
H -11.4865 -8.9618 17.4837
H -12.5052 -7.7747 18.2853
H -13.2327 -11.6154 20.5207
H -12.5935 -12.0643 21.9277
C -14.5833 -14.9226 20.0891
C -14.9607 -16.1926 20.9520
C -16.4053 -16.6796 20.6004
O -16.8545 -17.7561 21.4007
C -18.0747 -17.6640 22.0643
N -13.8085 -17.1858 20.7229
H -15.3162 -14.1248 20.2090
H -14.7276 -15.2287 19.0529
H -13.6025 -14.5041 20.3150
H -15.0140 -15.9003 22.0007
H -16.5246 -17.0680 19.5890
H -17.1428 -15.8791 20.6587
H -18.1487 -18.5454 22.7013
H -18.8749 -17.5436 21.3340
H -18.1290 -16.8588 22.7970
H -13.7470 -17.5509 21.6626
H -13.9572 -18.0071 20.1542
C -18.6764 -11.4466 21.4540
C -17.3995 -10.8364 22.0127
C -16.2155 -11.8657 22.4645
O -16.4778 -12.4412 23.6986
C -15.5560 -13.4651 24.0215
N -16.8866 -9.9303 21.0439
H -19.4636 -10.6985 21.3597
H -19.0049 -12.2732 22.0840
H -18.5207 -11.8998 20.4750
H -17.6500 -10.2552 22.9001
H -15.2671 -11.3395 22.5728
H -16.1086 -12.6354 21.7002
H -15.5929 -13.6782 25.0898
H -14.5617 -13.3239 23.5977
H -15.9348 -14.3703 23.5469
H -17.5574 -9.4235 20.4842
H -16.3574 -9.3022 21.6318
C -12.8340 -18.4561 14.9914
C -13.5600 -17.8978 16.2209
C -14.9066 -17.2832 15.8146
O -14.7350 -16.2139 14.8904
C -15.8897 -15.4585 14.5760
N -13.5837 -18.9320 17.2141
H -12.5764 -17.6807 14.2698
H -13.4382 -19.2104 14.4873
H -11.8484 -18.8653 15.2133
H -12.9200 -17.2537 16.8239
H -15.4009 -16.7648 16.6362
H -15.6030 -18.0781 15.5476
H -16.6469 -16.1456 14.1982
H -15.6938 -14.6496 13.8722
H -16.2585 -14.9991 15.4931
H -14.1573 -18.7147 18.0166
H -12.6258 -19.1208 17.4724
O -13.1742 -20.5018 21.7498
H -12.3402 -20.0833 21.5364
H -13.2577 -20.4008 22.6979
O -10.5064 -18.4897 20.8136
H -10.0141 -19.0075 21.4506
H -10.8264 -17.7376 21.3118
O -11.2990 -16.0240 21.4337
H -11.0915 -15.1309 21.1589
H -12.1712 -16.1888 21.0754
```

2.
Here is a 17-piece molecular cluster, C36H106O17 overall from the OMol25 dataset. Energies are from the ωB97M-V functional and the def2-TZVPD basis.

Calculated values
charge: 0
E_tot: -73857.235 eV

XYZ file:
```
159
C36H106O17, DFT the ωB97M-V functional and the def2-TZVPD basis
O 3.4081 0.2487 -0.7832
H 2.4337 0.1668 -0.8620
H 3.7365 -0.1853 -1.5332
O 2.2923 -0.3597 -5.0695
H 1.9417 0.5549 -4.8841
H 2.2741 -0.4626 -6.0288
O 0.6688 2.2931 1.7551
H 0.9638 2.0278 2.6638
H 1.1345 3.1243 1.5861
O -0.2211 -2.6942 3.8878
H 0.2416 -3.3387 4.4179
H 0.3891 -2.6070 3.1267
O -0.9752 -0.1230 4.6321
H -1.0176 -1.0694 4.4498
H -1.6792 0.4013 4.1729
C -4.1153 -0.9011 3.3765
C -3.8687 0.3237 2.4954
C -5.2108 0.9836 2.1400
O -2.9455 1.1621 3.1489
H -5.1075 -1.2670 3.1251
H -4.1121 -0.6739 4.3962
H -3.4267 -1.7718 3.2463
H -3.3798 0.0055 1.6261
H -5.7430 0.3913 1.3661
H -5.1015 2.0110 1.7358
H -5.8593 0.9735 3.0277
H -2.9985 2.0736 2.7178
C 2.0615 -4.6789 0.3903
C 2.4121 -4.2852 1.9033
C 3.8414 -4.5176 2.4081
O 1.9890 -2.9358 2.0599
H 2.1922 -5.7792 0.2520
H 2.8093 -4.2767 -0.2856
H 1.0139 -4.3690 0.1644
H 1.6990 -4.8069 2.4864
H 4.2112 -5.5375 2.1255
H 3.9665 -4.2945 3.4645
H 4.4970 -3.8505 1.8776
H 2.6511 -2.3462 1.6630
C 1.5032 2.8455 5.5858
C 2.2566 1.6144 5.1236
C 2.6881 0.7619 6.3313
O 1.5455 0.9694 4.1148
H 0.4838 2.5183 5.7762
H 1.4491 3.4814 4.6610
H 1.9100 3.4554 6.4184
H 3.2201 1.9758 4.6653
H 3.3556 1.1876 7.0648
H 3.0722 -0.2011 6.0098
H 1.6879 0.5305 6.8983
H 0.6622 0.6695 4.3823
C -0.2235 -1.3487 -1.5386
C -0.4098 -0.1938 -0.5546
C -0.3692 -0.7235 0.9254
O 0.6316 0.7884 -0.7006
H -0.2797 -0.9234 -2.5284
H -0.9728 -2.1223 -1.5174
H 0.6902 -1.9001 -1.3989
H -1.3619 0.3056 -0.7959
H -1.2584 -1.2808 1.1459
H -0.2909 -0.0193 1.7463
H 0.5224 -1.3812 1.0459
H 0.7869 1.0866 0.1699
C 4.3077 4.9147 -1.8230
C 3.3096 3.8273 -1.4411
C 2.0605 4.2837 -0.7757
O 3.0318 3.1024 -2.6808
H 3.9474 5.8537 -2.2749
H 4.9871 4.5526 -2.5343
H 4.9601 5.1536 -0.9435
H 3.8528 3.0906 -0.8209
H 2.3210 4.4528 0.2952
H 1.3754 3.4242 -0.8683
H 1.6708 5.2946 -1.1395
H 3.1241 2.1563 -2.4604
C -4.3989 -5.9189 1.9047
C -5.0129 -4.6867 1.3248
C -4.1094 -4.1420 0.1316
O -6.2728 -5.0361 0.7484
H -3.8386 -6.5045 1.1663
H -5.2026 -6.5745 2.2460
H -3.7664 -5.6455 2.7719
H -5.0940 -3.8707 2.0031
H -4.5437 -3.0748 -0.0649
H -4.1889 -4.6533 -0.8444
H -3.0449 -4.1307 0.4222
H -6.8884 -5.1012 1.4654
C 4.5566 1.2468 2.3238
C 4.8403 -0.3008 2.3760
C 4.4810 -0.9950 3.6475
O 4.1118 -1.0458 1.3007
H 5.0063 1.5889 1.3519
H 5.0573 1.8452 3.1388
H 3.4971 1.4458 2.2423
H 5.9168 -0.5039 2.2368
H 3.3409 -0.8299 3.7370
H 4.8641 -0.5717 4.6360
H 4.6834 -2.0694 3.5667
H 3.8883 -0.4861 0.5483
C -1.5520 5.2454 3.7409
C -2.0460 5.2666 2.3288
C -1.2335 6.0406 1.3664
O -2.1584 3.9309 1.8091
H -1.6023 6.2419 4.2876
H -0.5003 4.9383 3.7617
H -2.0403 4.5129 4.3836
H -2.9971 5.7343 2.3060
H -0.2095 5.8797 1.3623
H -1.4632 7.1047 1.3854
H -1.6011 5.6490 0.4447
H -1.2593 3.5366 1.9026
C -6.4621 3.3535 -1.4681
C -5.6710 2.0899 -1.7694
C -5.2961 1.9860 -3.2436
O -4.5722 2.1000 -0.8995
H -6.6098 3.3701 -0.3665
H -7.4039 3.4411 -1.9745
H -5.7752 4.1230 -1.7814
H -6.2673 1.1789 -1.5266
H -6.2474 1.9391 -3.7940
H -4.7456 1.0950 -3.4669
H -4.8524 2.9057 -3.6054
H -3.9451 1.4398 -1.2080
C -0.6633 3.8342 -4.9658
C -0.3821 2.8146 -3.8726
C -1.4900 1.8012 -3.5505
O 0.8061 2.1956 -4.1365
H -1.3416 4.6084 -4.5764
H -1.2279 3.4179 -5.7975
H 0.2810 4.3045 -5.3041
H -0.1873 3.3424 -2.9810
H -1.0508 0.8536 -3.1963
H -2.0593 1.6605 -4.5178
H -2.1420 2.2827 -2.8113
H 1.5006 2.7129 -3.7538
C -1.0669 -3.8798 -3.7891
C -1.0482 -4.1004 -5.3666
C -0.7785 -2.7406 -6.0642
O -0.0108 -5.0041 -5.8189
H 0.0287 -3.7920 -3.3940
H -1.6966 -4.5508 -3.1547
H -1.5660 -2.9066 -3.5547
H -1.9975 -4.4683 -5.8205
H -1.5494 -1.9822 -5.7661
H -0.8924 -2.7577 -7.0897
H 0.2570 -2.3123 -5.8002
H 0.0534 -5.6188 -5.0736
C 2.9540 -3.4796 -3.7509
C 4.2239 -2.7649 -3.3260
C 5.4055 -3.0011 -4.3010
O 3.9066 -1.3869 -3.1857
H 2.6448 -3.3055 -4.8321
H 2.1473 -3.0038 -3.1212
H 3.0098 -4.5916 -3.5708
H 4.5958 -2.9497 -2.2938
H 5.4929 -4.0345 -4.5667
H 6.4067 -2.5625 -3.9748
H 5.1837 -2.4801 -5.2224
H 3.5678 -1.0557 -4.0610
```